No. 1
Below is a molecular structure, C19H24FN3SYb, with properties calculated with the ωB97M-V functional and the def2-TZVPD basis.

Last column: Mulliken charge in e.
Element x y z (Å)
H 2.3695 -0.0153 1.1230  0.144
H 1.7232 3.4581 -1.6167  0.317
H -0.1964 0.6456 -2.5363  0.157
Yb 1.7279 0.6017 -1.1039  0.205
N 0.1084 -0.3797 -0.1400  2.697
H -2.9826 -0.3209 -2.9927  0.477
H 1.5018 -4.3008 -1.7756  0.495
C -2.6117 -0.3629 -1.9674  -1.367
H -0.9710 1.9674 3.6427  0.450
H -3.4324 -0.6882 -1.3287  0.345
H -0.4723 2.3799 -2.0720  0.227
S 5.7523 1.0871 -3.8872  -0.322
C 0.8350 0.2956 2.6450  0.612
C -0.9389 1.4598 -2.4352  -1.093
C -1.7904 1.1623 -0.0560  0.655
H -3.3999 2.5493 0.1851  0.449
C -2.5713 2.0527 0.6752  -1.339
H 2.1327 1.7239 1.6001  0.222
H -2.9045 1.7235 -1.7331  0.672
C 2.1472 0.6872 1.9502  -1.060
H 1.6298 -1.4502 3.6368  0.476
H 0.8483 0.8227 3.6026  0.668
H -1.8345 -1.1248 -1.9254  0.150
H -2.9254 3.0094 2.5597  0.435
C -0.2933 -4.5254 -0.5585  -0.547
C -0.7337 0.5002 0.5982  -0.454
C -1.2087 1.7274 2.6135  -1.335
C -1.1636 -2.4733 0.4029  0.026
C -1.2293 -3.8478 0.2109  -0.962
C -0.3984 0.8281 1.9255  0.685
H -0.3681 -5.5949 -0.6901  0.414
H -1.9045 -1.9637 1.0057  0.532
H -1.2489 1.6409 -3.4647  0.471
F 1.7924 -1.6840 -1.5353  -0.396
N 3.4866 0.8732 -2.3096  -0.823
C 4.4664 0.9601 -2.9928  0.490
C 0.7471 -3.8254 -1.1660  -0.776
H 0.9159 -1.8100 2.0667  0.151
C 0.7657 -2.4769 -0.9495  1.279
N 1.7687 2.9769 -0.7195  -0.754
C -2.0993 1.0096 -1.5403  0.625
C 0.8114 -1.1975 2.9611  -1.351
C -2.3021 2.3204 2.0063  -1.321
H -2.0339 -4.4013 0.6756  0.447
H 1.0531 3.3835 -0.1199  0.269
H -0.1223 -1.4768 3.4486  0.344
H 2.6753 3.2312 -0.3289  0.319
C -0.1363 -1.7410 -0.1918  -1.479
H 3.0150 0.5830 2.6018  0.474

Molecular weight in g/mol: 518.53
Expectation value of S²: 0.751
Net charge: +1
Spin multiplicity: 2
Frontier orbital gap (spin up / spin down) in eV: 7.82 / 6.81
LUMO level (spin up / spin down) in eV: -3.181 / -4.187

No. 2
Below is a single C23H34N2O3 molecule, with properties calculated with the ωB97M-V functional and the def2-TZVPD basis.

Last column: Mulliken charge in e.
Element x y z (Å)
C -0.9179 -1.9739 0.9390  0.580
H -5.9652 2.2757 1.6487  0.347
C -5.3730 3.8660 0.3305  -0.676
H 3.6024 -1.4408 -2.1785  0.329
C -3.2202 0.2280 -0.7649  -1.889
H -1.5468 -3.5792 -0.3380  0.434
H 6.0138 2.3785 -1.7895  0.283
C -3.9503 1.9097 0.9963  -0.561
H -3.0342 2.4842 0.8307  0.274
H -6.1840 4.5258 0.6455  0.345
C 7.5958 2.9642 0.3501  -1.405
C 4.9961 0.6273 -1.1359  -0.299
C -1.6935 -3.2798 0.7025  -1.019
C -5.7580 3.1411 -0.9549  -0.693
O 3.9832 -1.3735 -0.1400  -0.480
C -0.0248 -1.6589 -0.2617  -0.114
H -2.3198 -0.8447 2.1359  0.352
C 6.4458 0.9036 1.2042  -0.529
H -6.6717 2.5673 -0.7867  0.342
H -3.3953 -2.8617 1.9873  0.345
H -5.9584 3.8657 -1.7469  0.364
H -0.3079 -2.0559 1.8397  0.685
C 5.8918 1.6736 -0.9794  -0.908
N -2.9729 -0.8624 0.1529  0.738
C 1.9008 -0.5547 -1.1654  -0.986
H 7.5533 3.6414 -0.4990  0.336
H 7.0091 1.0043 2.1206  0.376
C -5.0661 2.8564 1.4311  -0.845
C 5.5596 -0.1415 1.0638  -0.445
H 7.3759 3.5263 1.2567  0.337
H -3.7282 -4.0248 0.6956  0.401
C -1.9095 -0.8000 1.1176  -1.676
H 4.4524 0.5446 -2.0643  0.355
C 1.4959 -0.4053 1.2586  -0.989
H -4.7741 3.3772 2.3461  0.367
O -4.6452 -2.1110 -0.7136  -0.673
C -4.6430 2.1950 -1.3898  -1.052
C -3.1944 -3.1073 0.9415  -1.039
H 0.6797 -0.0496 1.8852  0.385
H -5.2214 0.5727 -0.1062  0.256
O -0.2703 -2.0848 -1.3738  -0.690
C -3.7039 -1.9983 0.0441  0.651
H -3.7426 2.7739 -1.6130  0.333
C -4.3288 1.1783 -0.2917  1.170
H 5.4212 -0.8648 1.8521  0.418
H -4.9379 1.6698 -2.2999  0.406
H 8.6121 2.5808 0.4357  0.319
C 6.6263 1.8335 0.1839  0.714
H -1.3044 -4.0728 1.3427  0.333
H -3.5289 -0.2192 -1.7142  0.432
H -1.3979 0.1572 1.0030  0.683
H -4.4904 4.4840 0.1484  0.309
N 1.0214 -0.8190 -0.0432  0.291
C 3.0864 -1.5307 -1.2156  -0.706
C 4.8217 -0.2939 -0.1114  0.738
H 2.2009 0.4142 1.1262  0.318
H 2.0192 -1.2166 1.7724  0.269
H 2.7074 -2.5515 -1.1206  0.450
H 2.2576 0.4760 -1.0958  0.663
H 1.3125 -0.6818 -2.0765  0.378
H -2.2871 0.7758 -0.9220  0.426
H -3.7588 1.1881 1.7928  0.142

Molecular weight in g/mol: 386.54
Structure (SMILES): Cc1ccc(OCCN(C)C(=O)[C@@H]2CCC(=O)N(CC3CCCCC3)C2)cc1
Frontier orbital gap in eV: 9.02
LUMO level in eV: 0.544